{
  "formula": "C3H5F6N2P",
  "method": "ωB97M-V/def2-TZVPD",
  "homo_ev": [-8.72, -8.72],
  "orbital_gap_ev": [8.1, 8.1],
  "largest_force_ev_per_a": 7.90,
  "smiles": "CN/N=P/C(F)(F)F.FC(F)F",
  "species": ["C", "N", "N", "P", "C", "F", "F", "F", "H", "H", "H", "H", "F", "C", "F", "F", "H"],
  "coordinates": [[-0.781, 0.271, 0.331], [0.629, 0.018, 0.708], [1.323, 1.125, 0.668], [2.914, 1.058, 1.020], [3.192, 2.680, -0.037], [4.287, 3.376, 0.235], [2.097, 3.472, 0.217], [3.120, 2.596, -1.451], [-1.029, -0.244, -0.625], [-1.363, -0.149, 1.154], [-0.870, 1.316, 0.336], [0.906, -1.028, 0.940], [3.177, -2.314, -0.925], [4.191, -1.988, -0.271], [5.172, -3.106, -0.482], [4.139, -2.059, 1.021], [4.730, -0.873, -0.322]],
  "mulliken_charge": [-0.75, -0.02, -0.11, -0.18, 0.68, -0.22, -0.25, -0.26, 0.24, 0.29, 0.34, 0.28, -0.16, 0.43, -0.31, -0.18, 0.18]
}

***

{
  "formula": "C20H52N2O18P5S",
  "method": "ωB97M-V/def2-TZVPD",
  "homo_ev": -9.95,
  "orbital_gap_ev": 5.4,
  "largest_force_ev_per_a": 9.58,
  "charge": 1,
  "species": ["C", "N", "C", "O", "N", "C", "P", "S", "C", "C", "C", "C", "C", "O", "H", "H", "H", "H", "H", "H", "H", "H", "H", "H", "H", "H", "H", "H", "H", "H", "C", "O", "P", "O", "O", "C", "O", "C", "H", "H", "H", "H", "H", "H", "H", "H", "H", "C", "O", "P", "O", "O", "C", "O", "C", "H", "H", "H", "H", "H", "H", "H", "H", "H", "C", "O", "P", "O", "O", "C", "O", "C", "H", "H", "H", "H", "H", "H", "H", "H", "H", "C", "O", "P", "O", "O", "C", "O", "C", "H", "H", "H", "H", "H", "H", "H", "H", "H"],
  "coordinates": [[-0.619, -1.069, -4.935], [-0.179, -2.277, -5.668], [-0.815, -2.626, -6.824], [-1.858, -2.012, -7.466], [-0.222, -3.750, -7.347], [0.824, -4.084, -6.433], [1.920, -5.551, -6.778], [1.744, -6.989, -5.492], [0.874, -3.161, -5.301], [1.844, -3.162, -4.088], [1.178, -2.844, -2.691], [0.619, -4.112, -1.921], [-0.976, -4.122, -1.836], [-1.506, -2.936, -1.235], [-1.310, -0.488, -5.598], [-1.220, -1.362, -4.026], [0.256, -0.456, -4.591], [-1.529, -1.151, -7.805], [-0.440, -4.282, -8.189], [1.660, -6.021, -8.115], [3.271, -5.060, -6.809], [2.340, -4.177, -4.027], [2.691, -2.447, -4.328], [0.366, -2.073, -2.715], [1.997, -2.407, -2.045], [1.035, -5.085, -2.292], [0.957, -4.008, -0.846], [-1.249, -4.974, -1.143], [-1.457, -4.382, -2.825], [-1.594, -2.213, -1.875], [-3.012, -2.709, 1.703], [-3.968, -2.166, 2.623], [-4.520, -0.596, 2.241], [-5.024, -0.324, 3.630], [-5.707, -1.228, 1.298], [-6.511, -2.292, 1.792], [-4.895, 0.957, 1.669], [-4.957, 1.152, 0.253], [-2.802, -3.740, 1.988], [-3.407, -2.695, 0.684], [-2.086, -2.132, 1.747], [-6.573, -2.287, 2.881], [-6.103, -3.246, 1.450], [-7.515, -2.180, 1.382], [-5.924, 0.822, -0.130], [-4.152, 0.616, -0.252], [-4.856, 2.219, 0.047], [-5.794, 1.940, 5.418], [-5.054, 3.074, 5.898], [-4.984, 3.213, 7.598], [-4.605, 4.669, 7.569], [-3.650, 2.260, 7.651], [-2.566, 2.514, 6.765], [-5.108, 3.150, 9.289], [-5.095, 1.861, 9.911], [-5.695, 1.892, 4.337], [-5.402, 1.016, 5.850], [-6.850, 2.051, 5.676], [-2.522, 3.558, 6.454], [-2.661, 1.872, 5.886], [-1.635, 2.260, 7.273], [-4.068, 1.505, 10.013], [-5.685, 1.144, 9.340], [-5.523, 1.957, 10.910], [4.382, 3.538, 4.477], [3.029, 3.071, 4.431], [2.022, 3.660, 5.685], [0.995, 2.575, 5.470], [1.655, 4.973, 4.767], [1.308, 4.806, 3.401], [1.173, 4.332, 6.991], [1.499, 5.670, 7.389], [4.903, 3.183, 3.589], [4.411, 4.633, 4.492], [4.882, 3.145, 5.364], [0.882, 3.822, 3.204], [2.193, 4.957, 2.779], [0.571, 5.568, 3.141], [0.990, 6.387, 6.743], [2.576, 5.837, 7.359], [1.145, 5.821, 8.409], [8.676, -0.677, -6.853], [7.337, -1.194, -6.817], [6.379, -0.622, -5.524], [5.383, -1.749, -5.671], [5.919, 0.663, -6.438], [5.511, 0.464, -7.784], [5.568, 0.039, -4.188], [5.865, 1.395, -3.827], [9.159, -1.031, -7.763], [8.666, 0.417, -6.858], [9.237, -1.037, -5.990], [5.113, -0.538, -7.949], [6.357, 0.639, -8.451], [4.734, 1.195, -8.017], [5.301, 2.083, -4.459], [6.932, 1.599, -3.912], [5.556, 1.552, -2.793]],
  "mulliken_charge": [-0.73, 0.15, 0.27, -0.47, -0.02, -0.28, 0.14, -0.34, 0.26, -0.37, -0.49, -0.53, -0.50, -0.41, 0.33, 0.15, 0.36, 0.38, 0.30, 0.12, 0.13, 0.42, 0.19, 0.11, 0.39, 0.36, 0.30, 0.33, 0.21, 0.26, -0.78, -0.36, 1.01, -0.61, -0.31, -0.65, -0.26, -0.63, 0.34, 0.31, 0.34, 0.32, 0.22, 0.27, 0.25, 0.25, 0.24, -0.52, -0.32, 1.06, -0.67, -0.29, -0.65, -0.33, -0.58, 0.03, 0.36, 0.34, 0.37, 0.22, 0.25, 0.21, 0.29, 0.25, -0.75, -0.30, 0.98, -0.61, -0.28, -0.67, -0.26, -0.64, 0.24, 0.34, 0.32, 0.34, 0.23, 0.27, 0.24, 0.32, 0.25, -0.75, -0.30, 0.96, -0.57, -0.29, -0.64, -0.29, -0.65, 0.25, 0.34, 0.32, 0.31, 0.23, 0.26, 0.24, 0.33, 0.24]
}